Record 1
Below is C55H45F7N6P2Pt as an isolated structure, with properties calculated with wB97M-V/def2-TZVPD.

Cartesian coordinates (Å):
Pt1 0.731 0.359 -0.469
C1 -4.244 2.405 0.349
N1 -2.830 2.507 0.036
C2 -1.861 1.621 0.344
N2 -0.705 2.035 -0.145
C3 -0.905 3.243 -0.752
C4 -2.249 3.534 -0.670
C5 -3.055 4.622 -1.250
C6 -3.225 4.667 -2.632
C7 -3.978 5.682 -3.201
C8 -4.563 6.650 -2.396
C9 -4.397 6.605 -1.020
C10 -3.645 5.592 -0.446
C11 0.211 4.056 -1.261
C12 0.034 5.399 -1.589
C13 1.099 6.161 -2.043
C14 2.360 5.603 -2.172
C15 2.550 4.269 -1.839
C16 1.487 3.509 -1.388
P1 -2.085 0.117 1.349
C17 -0.440 0.177 2.146
N3 0.734 0.374 1.536
C18 1.700 0.533 2.490
C19 1.104 0.379 3.717
N4 -0.233 0.161 3.479
C20 -1.258 0.016 4.503
C21 1.700 0.446 5.058
C22 1.591 -0.628 5.938
C23 2.176 -0.562 7.192
C24 2.878 0.574 7.569
C25 2.996 1.643 6.692
C26 2.409 1.582 5.439
C27 3.084 0.914 2.175
C28 3.310 2.073 1.437
C29 4.603 2.430 1.092
C30 5.669 1.634 1.487
C31 5.445 0.486 2.233
C32 4.153 0.124 2.581
C33 -1.776 -1.188 0.134
N5 -0.642 -1.428 -0.511
C34 -0.808 -2.583 -1.227
C35 -2.100 -3.024 -1.026
N6 -2.688 -2.142 -0.162
C36 -4.062 -2.211 0.307
C37 -2.805 -4.162 -1.638
C38 -2.886 -4.234 -3.026
C39 -3.523 -5.308 -3.627
C40 -4.083 -6.311 -2.848
C41 -4.005 -6.243 -1.465
C42 -3.367 -5.172 -0.860
C43 0.182 -3.349 -2.012
C44 0.352 -4.689 -1.667
C45 1.145 -5.525 -2.433
C46 1.785 -5.027 -3.558
C47 1.643 -3.688 -3.895
C48 0.847 -2.850 -3.129
H1 -4.513 1.359 0.475
H2 -4.817 2.822 -0.476
H3 -4.479 2.952 1.262
H4 -2.756 3.914 -3.251
H5 -4.105 5.718 -4.274
H6 -5.147 7.442 -2.843
H7 -4.847 7.363 -0.394
H8 -3.497 5.565 0.627
H9 -0.936 5.862 -1.486
H10 0.937 7.201 -2.295
H11 3.188 6.200 -2.529
H12 3.526 3.814 -1.942
H13 1.665 2.462 -1.147
H14 -0.917 0.517 5.405
H15 -1.436 -1.037 4.721
H16 -2.182 0.475 4.157
H17 1.065 -1.524 5.635
H18 2.093 -1.400 7.870
H19 3.339 0.624 8.545
H20 3.546 2.526 6.984
H21 2.501 2.412 4.751
H22 2.474 2.693 1.136
H23 4.778 3.331 0.521
H24 6.678 1.912 1.216
H25 6.276 -0.133 2.540
H26 3.970 -0.780 3.146
H27 -4.648 -2.761 -0.425
H28 -4.469 -1.207 0.402
H29 -4.121 -2.720 1.269
H30 -2.441 -3.450 -3.625
H31 -3.581 -5.362 -4.705
H32 -4.578 -7.148 -3.320
H33 -4.433 -7.029 -0.858
H34 -3.283 -5.131 0.220
H35 -0.150 -5.078 -0.791
H36 1.264 -6.562 -2.149
H37 2.392 -5.680 -4.170
H38 2.141 -3.291 -4.768
H39 0.747 -1.812 -3.404
F1 3.200 -6.014 1.029
C49 3.006 -4.742 0.610
C50 2.300 -3.872 1.418
C51 2.105 -2.573 0.977
C52 2.579 -2.146 -0.266
C53 2.465 -0.718 -0.699
C54 3.282 -3.060 -1.047
C55 3.510 -4.356 -0.614
H40 1.929 -4.216 2.374
H41 1.560 -1.885 1.604
H42 2.710 -0.583 -1.756
H43 3.172 -0.124 -0.118
H44 3.669 -2.749 -2.006
H45 4.056 -5.067 -1.217
F2 -1.863 0.985 -2.360
P2 -0.995 0.768 -3.692
F3 0.065 0.460 -4.825
F4 -1.348 -0.785 -3.587
F5 -2.185 1.108 -4.663
F6 0.465 0.381 -2.529
F7 -0.488 2.267 -3.589

LUMO (alpha / beta)   -2.4154 / -3.7913 eV
Charge   +1
HOMO energy (alpha / beta)   -0.3827 / -0.3836 Eh
Multiplicity   2
HOMO-LUMO gap (alpha / beta)   7.999 / 6.647 eV
Expectation value of S²   0.753

---

Record 2
Below is C55H46BBrEuN7P as an isolated structure at a distorted geometry, with properties calculated with wB97M-V/def2-TZVPD.

Cartesian coordinates (Å):
Eu1 -0.505 -0.297 0.443
C1 -3.655 -3.282 3.154
C2 -2.295 -2.848 2.999
C3 -1.367 -2.627 4.028
C4 -0.194 -2.236 3.337
N1 -0.403 -2.219 2.017
N2 -1.677 -2.715 1.804
B1 -1.941 -3.570 0.519
N3 -0.606 -3.933 -0.333
N4 -0.120 -3.003 -1.234
C5 0.235 -3.656 -2.326
C6 0.083 -5.075 -2.111
C7 -0.369 -5.195 -0.813
C8 -0.561 -6.337 0.082
C9 0.856 -2.997 -3.555
C10 1.093 -3.821 -4.691
C11 1.708 -3.250 -5.748
C12 1.925 -1.834 -5.782
C13 1.512 -0.996 -4.734
C14 1.050 -1.621 -3.572
N5 -2.965 -2.779 -0.417
N6 -2.487 -1.495 -0.901
C15 -2.948 -1.413 -2.178
C16 -3.714 -2.540 -2.511
C17 -3.795 -3.357 -1.361
C18 -4.682 -4.479 -1.058
C19 -2.806 -0.275 -3.126
C20 -1.815 0.749 -2.917
C21 -1.349 1.545 -3.954
C22 -1.832 1.212 -5.210
C23 -2.858 0.315 -5.427
C24 -3.357 -0.465 -4.385
C25 1.069 -2.050 3.981
C26 1.314 -2.468 5.312
C27 2.641 -2.506 5.759
C28 3.727 -2.115 5.044
C29 3.456 -1.520 3.775
C30 2.156 -1.434 3.283
H1 -4.062 -3.097 4.201
H2 -3.683 -4.387 3.079
H3 -4.355 -2.851 2.456
H4 -1.331 -2.860 5.069
H5 -2.678 -4.519 0.884
H6 0.398 -5.895 -2.731
H7 0.029 -7.153 -0.324
H8 -1.618 -6.446 0.083
H9 -0.272 -6.168 1.163
H10 0.863 -4.865 -4.625
H11 2.022 -3.807 -6.641
H12 2.402 -1.430 -6.679
H13 1.385 0.049 -4.872
H14 0.942 -1.171 -2.611
H15 -4.167 -2.770 -3.474
H16 -4.110 -5.308 -0.700
H17 -5.124 -4.917 -1.966
H18 -5.455 -4.267 -0.288
H19 -1.494 0.901 -1.887
H20 -0.644 2.351 -3.903
H21 -1.452 1.726 -6.085
H22 -3.302 0.247 -6.404
H23 -4.175 -1.184 -4.557
H24 0.571 -3.010 5.916
H25 2.741 -2.933 6.712
H26 4.705 -2.130 5.579
H27 4.203 -1.260 3.047
H28 1.955 -0.973 2.329
C31 -0.575 7.806 -0.495
C32 0.044 6.967 -1.381
C33 0.538 5.703 -1.015
C34 0.406 5.284 0.313
C35 -0.419 6.051 1.176
C36 -0.799 7.321 0.773
P1 1.100 3.713 0.979
C37 2.085 4.097 2.300
C38 2.964 3.057 2.784
C39 3.955 3.380 3.705
C40 4.070 4.624 4.324
C41 3.186 5.649 3.878
C42 2.259 5.434 2.857
C43 1.868 2.718 -0.374
C44 3.220 3.003 -0.682
C45 3.792 2.586 -1.916
C46 3.010 1.836 -2.796
C47 1.728 1.366 -2.353
C48 1.223 1.594 -1.077
H29 -0.803 8.807 -0.735
H30 0.281 7.298 -2.435
H31 0.952 5.076 -1.809
H32 -0.691 5.677 2.187
H33 -1.406 7.950 1.406
H34 2.926 2.027 2.341
H35 4.599 2.585 4.036
H36 4.891 4.767 5.014
H37 3.141 6.583 4.412
H38 1.773 6.318 2.438
H39 3.809 3.564 0.077
H40 4.774 2.938 -2.239
H41 3.353 1.642 -3.815
H42 1.197 0.791 -3.129
N7 3.128 -0.726 -0.179
C49 1.950 -0.722 -0.014
Br1 -4.052 0.351 3.037
C50 -2.342 1.134 2.336
C51 -1.110 1.074 3.048
C52 0.009 1.709 2.560
C53 -0.174 2.582 1.469
C54 -1.361 2.571 0.694
C55 -2.441 1.784 1.145
H43 -1.117 0.350 3.874
H44 1.048 1.448 2.919
H45 -1.446 3.216 -0.145
H46 -3.358 1.730 0.548

LUMO (alpha / beta)   2.0713 / 2.1227 eV
Charge   -1
HOMO energy (alpha / beta)   -0.0713 / -0.0980 Eh
Multiplicity   7
HOMO-LUMO gap (alpha / beta)   4.012 / 4.790 eV
Expectation value of S²   12.121

---

Listing energy above the lowest of the compared OMol25 structures with the same formula, charge and spin for the structures above in their given order: 0.33 104.61 kJ/mol.